Record 1
The following is a quantum chemistry calculation of a structure of composition C22H18N4O3S in a non-equilibrium geometry, from OMol25.

Calculated values
- electronic energy (eV) = -46023.782
- total charge = 0
- energy relative to the best compared isomer or geometry (same formula, charge and spin) (kcal per mole) = 513.6
- Kohn-Sham gap (eV) = 6.552

Each line ends with the natural charge from an NBO analysis.
Cartesian coordinates (Å):
O  -5.946  -1.160  1.284  -0.574
C  -6.106  -0.573  0.189  0.749
O  -6.645  -1.067  -0.905  -0.683
H  -6.907  -2.131  -0.729  0.501
C  -5.999  0.731  -0.201  -0.530
H  -5.726  1.277  0.928  0.234
H  -7.058  1.236  -0.181  0.279
C  -5.012  1.148  -1.288  -0.194
N  -3.748  0.681  -0.865  -0.117
C  -3.187  -0.649  -0.821  -0.045
C  -2.014  -0.387  -0.243  -0.152
C  -1.168  -1.601  -0.174  -0.105
C  0.302  -1.810  -0.290  0.043
N  1.197  -2.513  0.272  -0.558
C  2.449  -2.182  0.018  0.325
S  3.701  -3.059  0.734  -0.303
N  2.460  -1.080  -0.375  -0.441
C  1.079  -0.596  -0.643  0.634
O  0.905  0.546  -1.416  -0.594
C  3.511  -0.027  -0.515  0.170
C  4.381  0.156  0.319  -0.297
C  5.386  1.100  0.365  -0.158
C  5.681  1.738  -0.959  -0.205
C  4.728  1.447  -1.872  -0.253
C  3.714  0.716  -2.104  -0.040
H  3.096  0.388  -2.669  0.184
H  4.940  1.696  -3.003  0.200
H  6.565  2.447  -1.198  0.238
H  6.119  1.146  1.128  0.217
H  4.310  -0.358  1.435  0.239
H  0.942  -3.370  0.609  0.417
H  -1.545  -2.662  0.100  0.205
C  -1.736  0.816  0.149  0.121
N  -2.853  1.359  -0.211  -0.231
C  -0.637  1.280  0.802  -0.025
C  -0.024  2.752  0.391  -0.141
C  1.135  3.037  0.731  -0.173
C  1.750  2.345  2.171  -0.121
C  1.178  1.194  2.400  -0.236
C  -0.092  0.791  1.932  -0.209
H  -0.332  -0.327  2.378  0.211
H  1.542  0.681  3.423  0.206
H  2.582  2.649  2.347  0.164
H  1.482  3.814  0.565  0.153
H  -0.667  3.140  -0.516  0.222
H  -3.623  -1.469  -1.271  0.220
H  -5.225  0.498  -2.030  0.222
H  -4.765  2.050  -1.327  0.234



Record 2
The following is a quantum chemistry calculation of a structure of composition C36H49AsBBrCoN6O6S, from OMol25.

Calculated values
- electronic energy (eV) = -239380.089
- 2S+1 = 4
- total charge = -2
- energy relative to the best compared isomer or geometry (same formula, charge and spin) (kcal per mole) = 0.0
- Kohn-Sham gap (alpha / beta) (eV) = 6.615 / 7.063

Each line ends with the Mulliken charge.
Cartesian coordinates (Å):
Co  -0.002  -0.571  0.006  3.065
C  -3.599  2.913  2.348  -1.449
C  -3.154  2.232  1.096  0.481
C  -3.912  1.862  0.012  -1.030
C  -3.018  1.205  -0.856  -0.210
N  -1.804  1.176  -0.326  0.185
N  -1.885  1.822  0.871  0.187
B  -0.677  2.125  1.792  -1.434
N  0.585  2.463  0.980  -0.102
N  0.896  1.821  -0.176  1.076
C  1.918  2.473  -0.712  -0.634
C  2.316  3.528  0.138  -1.348
C  1.440  3.485  1.198  0.467
C  1.396  4.350  2.415  -1.435
C  2.465  2.187  -2.092  3.471
C  3.976  1.939  -2.023  -1.719
C  2.190  3.419  -2.969  -2.111
C  1.774  0.983  -2.706  -0.845
N  -0.413  0.978  2.791  0.324
N  -0.008  -0.247  2.370  0.957
C  0.187  -0.981  3.459  -0.832
C  -0.096  -0.212  4.607  -1.047
C  -0.466  1.027  4.139  0.392
C  -0.840  2.240  4.932  -1.265
C  0.732  -2.395  3.491  3.220
C  0.456  -3.191  2.218  -1.594
C  2.246  -2.298  3.731  -1.837
C  0.096  -3.153  4.665  -2.181
C  -3.373  0.626  -2.205  3.165
C  -4.479  -0.421  -2.016  -1.563
C  -3.901  1.763  -3.093  -2.137
C  -2.172  -0.014  -2.888  -1.751
H  -4.675  3.082  2.299  0.455
H  -3.100  3.872  2.498  0.220
H  -3.396  2.294  3.225  0.128
H  -4.970  2.026  -0.121  0.456
H  -0.959  3.090  2.455  -0.236
H  3.124  4.228  -0.005  0.470
H  2.204  5.080  2.367  0.389
H  1.526  3.759  3.325  0.154
H  0.449  4.884  2.504  0.247
H  4.509  2.813  -1.634  0.358
H  4.361  1.723  -3.025  0.404
H  4.199  1.078  -1.391  0.280
H  2.658  4.317  -2.556  0.353
H  1.114  3.598  -3.042  0.366
H  2.582  3.253  -3.977  0.473
H  2.016  0.081  -2.159  -0.652
H  2.081  0.861  -3.750  0.592
H  0.690  1.097  -2.679  -0.573
H  -0.028  -0.512  5.641  0.423
H  -0.789  1.995  5.994  0.427
H  -1.850  2.586  4.711  0.103
H  -0.165  3.076  4.741  0.097
H  0.833  -2.697  1.327  0.083
H  -0.614  -3.358  2.083  0.108
H  0.952  -4.164  2.291  0.505
H  2.731  -1.765  2.913  0.293
H  2.684  -3.299  3.804  0.384
H  2.456  -1.755  4.657  0.386
H  -0.992  -3.169  4.569  0.405
H  0.354  -2.711  5.631  0.345
H  0.454  -4.186  4.664  0.448
H  -5.362  0.018  -1.545  0.335
H  -4.129  -1.240  -1.387  0.089
H  -4.777  -0.832  -2.986  0.471
H  -4.785  2.233  -2.655  0.345
H  -4.170  1.373  -4.080  0.448
H  -3.135  2.532  -3.223  0.384
H  -1.746  -0.825  -2.301  0.162
H  -1.385  0.721  -3.062  0.065
H  -2.475  -0.425  -3.856  0.456
O  4.480  -0.590  0.798  -0.678
As  3.325  -1.833  0.153  -0.352
O  3.839  -1.408  -1.628  -0.268
O  1.949  -0.891  0.359  -0.457
C  3.626  -1.842  -2.865  -0.084
C  4.650  -1.574  -3.792  -0.432
C  4.530  -1.909  -5.126  -0.436
C  3.379  -2.539  -5.590  -0.678
C  2.366  -2.822  -4.687  -0.696
C  2.466  -2.485  -3.341  0.043
S  1.101  -2.915  -2.276  1.336
O  1.719  -3.568  -1.130  -0.841
O  0.234  -3.768  -3.068  -0.779
O  0.466  -1.636  -1.926  -0.519
H  3.930  0.198  0.911  0.265
H  5.533  -1.077  -3.410  0.442
H  5.342  -1.677  -5.808  0.359
H  3.273  -2.808  -6.634  0.367
H  1.459  -3.320  -5.004  0.488
Br  -5.681  -4.259  1.078  -0.305
C  -4.079  -3.247  0.773  -0.204
C  -3.829  -2.126  1.544  -0.910
C  -2.660  -1.407  1.311  0.806
C  -1.719  -1.742  0.323  -0.188
C  -2.046  -2.882  -0.429  0.570
C  -3.198  -3.642  -0.214  -0.730
H  -4.531  -1.819  2.311  0.420
H  -2.490  -0.536  1.938  0.030
H  -1.385  -3.218  -1.221  -0.108
H  -3.400  -4.522  -0.814  0.423



Record 3
The following is a quantum chemistry calculation of an isolated molecule of C27H38N4O5 in a non-equilibrium geometry, from OMol25.

Calculated values
- electronic energy (eV) = -44814.430
- total charge = 0
- energy relative to the best compared isomer or geometry (same formula, charge and spin) (kcal per mole) = 9.1
- Kohn-Sham gap (eV) = 9.072
- SMILES = COc1ccc([C@H](C(=O)NC2CCCC2)N(CCC(C)C)C(=O)CCC(=O)Nc2cc(C)on2)cc1

Each line ends with the natural charge from an NBO analysis.
Cartesian coordinates (Å):
C  -6.683  -4.061  -0.445  -0.253
O  -6.004  -3.476  0.640  -0.491
C  -4.886  -2.745  0.390  0.313
C  -4.267  -2.180  1.506  -0.258
C  -3.125  -1.422  1.362  -0.211
C  -2.567  -1.213  0.105  -0.004
C  -1.334  -0.348  -0.051  -0.159
C  -1.846  1.058  -0.425  0.692
O  -2.564  1.268  -1.380  -0.631
N  -1.479  2.017  0.444  -0.602
C  -1.911  3.395  0.327  -0.073
C  -0.704  4.352  0.226  -0.407
C  -0.905  5.396  1.327  -0.405
C  -1.687  4.645  2.400  -0.403
C  -2.691  3.839  1.579  -0.411
N  -0.384  -0.903  -1.004  -0.439
C  -0.255  -0.383  -2.362  -0.240
C  1.078  0.326  -2.624  -0.398
C  1.335  1.571  -1.766  -0.228
C  1.984  1.202  -0.432  -0.605
C  2.252  2.538  -2.514  -0.597
C  0.334  -2.011  -0.728  0.717
O  1.057  -2.517  -1.577  -0.673
C  0.230  -2.606  0.669  -0.499
C  1.258  -3.724  0.888  -0.496
C  2.621  -3.136  1.218  0.693
O  3.096  -3.153  2.332  -0.611
N  3.223  -2.561  0.138  -0.638
C  4.391  -1.840  0.165  0.314
C  5.372  -1.765  1.191  -0.376
C  6.304  -0.911  0.680  0.336
C  7.589  -0.402  1.217  -0.659
O  5.917  -0.506  -0.543  -0.279
N  4.727  -1.083  -0.856  -0.189
C  -3.187  -1.768  -1.003  -0.122
C  -4.334  -2.532  -0.869  -0.323
H  -7.536  -4.581  -0.012  0.202
H  -6.051  -4.782  -0.973  0.177
H  -7.041  -3.305  -1.150  0.178
H  -4.704  -2.350  2.477  0.226
H  -2.660  -0.992  2.238  0.208
H  -0.839  -0.267  0.925  0.205
H  -0.861  1.805  1.211  0.396
H  -2.538  3.427  -0.566  0.244
H  -0.629  4.805  -0.760  0.222
H  0.215  3.791  0.406  0.204
H  -1.504  6.226  0.952  0.199
H  0.040  5.794  1.694  0.214
H  -1.022  3.979  2.953  0.190
H  -2.171  5.312  3.112  0.216
H  -3.521  4.479  1.282  0.211
H  -3.097  2.984  2.117  0.217
H  -0.316  -1.237  -3.045  0.219
H  -1.087  0.288  -2.563  0.238
H  1.897  -0.382  -2.489  0.224
H  1.064  0.617  -3.677  0.208
H  0.380  2.075  -1.581  0.189
H  2.937  0.709  -0.614  0.229
H  2.169  2.094  0.165  0.197
H  1.360  0.525  0.145  0.186
H  1.792  2.864  -3.444  0.204
H  2.457  3.419  -1.908  0.201
H  3.196  2.052  -2.745  0.210
H  0.380  -1.833  1.425  0.223
H  -0.782  -3.001  0.794  0.251
H  1.324  -4.336  -0.012  0.243
H  0.950  -4.345  1.730  0.236
H  2.711  -2.556  -0.745  0.452
H  5.354  -2.267  2.133  0.260
H  8.418  -0.772  0.616  0.234
H  7.607  0.686  1.179  0.233
H  7.714  -0.733  2.244  0.233
H  -2.775  -1.603  -1.985  0.215
H  -4.787  -2.949  -1.753  0.222



Record 4
The following is a quantum chemistry calculation of a cluster of 17 separate species, H35O17 in total in a non-equilibrium geometry, from OMol25.

Calculated values
- electronic energy (eV) = -35366.890
- total charge = +1
- energy relative to the best compared isomer or geometry (same formula, charge and spin) (kcal per mole) = 125.3
- Kohn-Sham gap (eV) = 10.284

Each line ends with the natural charge from an NBO analysis.
Cartesian coordinates (Å):
O  1.664  -0.417  0.803  -0.996
H  -3.853  0.383  -1.925  0.467
H  -4.971  1.090  -1.252  0.471
O  -4.216  0.526  -1.047  -0.938
H  3.300  -1.438  -0.389  0.465
H  -3.391  2.912  0.714  0.481
O  0.769  -0.862  -1.989  -0.979
H  1.516  -0.788  -1.357  0.486
H  0.132  -1.368  1.220  0.564
O  -2.208  4.441  -2.870  -1.000
H  -2.883  4.319  -2.221  0.495
H  0.569  -2.558  0.670  0.529
O  -0.270  -2.314  1.153  -0.784
H  3.521  2.937  1.897  0.509
O  -0.675  0.193  1.474  -0.981
H  -0.933  0.020  0.566  0.496
H  2.292  1.097  -3.644  0.484
O  -3.064  -2.764  1.889  -0.954
H  1.523  5.198  1.672  0.492
H  -0.068  0.646  -1.113  0.489
O  0.578  -4.149  2.778  -0.960
H  2.602  -0.202  0.785  0.491
H  0.688  -5.023  2.425  0.508
O  3.094  -2.224  -0.888  -0.953
H  -2.035  2.709  1.438  0.474
H  3.374  -2.997  -0.395  0.492
O  1.716  1.799  -3.957  -0.964
H  -3.732  -2.979  2.541  0.483
H  1.660  1.770  -4.907  0.473
O  2.605  -0.626  -4.485  -0.969
H  -1.198  -2.383  -1.067  0.492
H  -0.586  -0.411  3.544  0.482
O  -0.005  1.444  -0.556  -0.993
H  1.995  -1.131  -5.020  0.498
H  -0.042  2.179  -1.166  0.495
O  -1.469  -3.261  -0.825  -0.982
H  1.319  0.427  1.128  0.529
H  1.305  -1.059  -2.771  0.489
O  -0.630  -1.234  4.027  -0.965
H  -3.531  -2.620  1.060  0.473
H  -1.518  0.520  1.834  0.517
O  3.532  2.158  2.384  -1.000
H  -2.175  -3.470  -0.224  0.493
H  0.510  -4.159  3.733  0.518
O  -2.944  2.398  1.389  -0.953
H  -1.309  -1.223  4.674  0.484
H  -1.941  3.894  -3.599  0.505
O  1.896  5.254  0.803  -0.991
H  1.474  5.596  0.038  0.500
H  0.077  -2.883  1.920  0.556
H  3.081  -1.131  -3.823  0.488
H  2.857  1.767  2.926  0.494



- Which formula does entry 2 have?
  C36H49AsBBrCoN6O6S